This record from the Open Molecules 2025 dataset describes C7H11NO3 in the gas phase at a distorted geometry. The level of theory is ωB97M-V/def2-TZVPD.

HOMO-LUMO gap = 10.1 eV
SMILES string = CC(=O)[C@H]1[C@H]([N+](=O)[O-])C1(C)C
highest occupied orbital energy = -9.9 eV
energy above the lowest of the compared OMol25 structures with the same formula, charge and spin = 497.3 kJ/mol

Geometry as ORCA input:
```
! RIJCOSX wB97M-V def2-TZVPD def2/J DEFGRID3
* xyz 0 1
C -1.94754 1.95667 -1.31929
C -1.25233 1.30043 -0.04196
O -1.65336 1.40593 1.10144
C -0.11364 0.43048 -0.40638
C 1.09674 0.40551 0.43997
N 2.38087 0.45448 -0.09804
O 3.32520 0.51993 0.61774
O 2.51593 0.46973 -1.30099
C 0.23439 -0.79878 0.41666
C 0.64561 -1.95152 -0.49253
C -0.42965 -1.15536 1.66142
H -2.76455 1.42299 -1.71887
H -1.05433 2.15846 -1.91244
H -2.40309 2.93181 -0.95968
H 0.07845 0.30644 -1.49957
H 1.06287 0.86582 1.49930
H 1.46726 -2.45428 -0.24363
H 0.78391 -1.67420 -1.49685
H -0.18752 -2.76060 -0.42905
H -0.74639 -0.28282 2.30787
H 0.29455 -1.75689 2.28572
H -1.33339 -1.79425 1.58917
*
```

=====

This record from the Open Molecules 2025 dataset describes C7H11NO3S in the gas phase at a distorted geometry. The level of theory is ωB97M-V/def2-TZVPD.

HOMO-LUMO gap (alpha / beta) = 6.1 / 9.1 eV
highest occupied orbital energy (alpha / beta) = -6.7 / -8.7 eV
energy above the lowest of the compared OMol25 structures with the same formula, charge and spin = 577.9 kJ/mol

Geometry as ORCA input:
```
! RIJCOSX wB97M-V def2-TZVPD def2/J DEFGRID3
* xyz 0 1
C 0.05349 0.17903 0.89205
C -1.10784 0.57021 0.04967
C 1.35168 2.05756 0.02627
C 2.55106 1.16836 -0.39256
C 0.96883 -0.93823 0.41587
C -3.45369 0.64474 0.12956
C 0.66011 -3.26811 -0.31500
N 0.52247 1.46465 0.99419
O -1.02477 0.84079 -1.09042
O -2.23668 0.29886 0.73352
O 0.33870 -2.15882 0.45371
S 2.04792 -0.55060 -0.84541
H -0.32109 -0.12707 1.88969
H 1.78331 2.95009 0.46556
H 0.70826 2.28384 -0.96140
H 3.12112 1.51774 -1.23128
H 3.21061 1.12790 0.48675
H -3.29301 1.29565 -0.81988
H -3.95915 1.40092 0.72601
H -4.18766 -0.21215 0.02144
H -0.18669 -3.85396 -0.21240
H 1.65177 -3.65030 -0.09281
H 0.80125 -3.04108 -1.32312
*
```

=====

This record from the Open Molecules 2025 dataset describes C7H11NO4S in the gas phase at a distorted geometry. The level of theory is ωB97M-V/def2-TZVPD.

HOMO-LUMO gap = 8.9 eV
highest occupied orbital energy = -8.4 eV
energy above the lowest of the compared OMol25 structures with the same formula, charge and spin = 369.7 kJ/mol

Geometry as ORCA input:
```
! RIJCOSX wB97M-V def2-TZVPD def2/J DEFGRID3
* xyz 0 1
C -1.17172 -3.11773 1.54567
C 1.46629 1.83399 -0.73095
C 0.82393 2.99774 -0.06017
C 0.25238 -0.41620 -1.15629
C -1.25929 -2.03599 0.44906
C 0.30390 1.09397 -1.46057
C -0.97886 1.70123 -0.91199
N -0.61451 2.67398 -0.10735
O -1.77176 -2.89927 2.56189
O -0.42815 -4.10647 1.24235
O 1.34752 -1.62722 0.98062
O -0.19308 0.28998 1.44869
S 0.20993 -0.81819 0.58437
H 2.23249 2.04251 -1.41957
H 1.88855 1.14450 0.13258
H 1.04914 3.37754 0.87937
H 1.06436 3.86458 -0.77962
H -0.68739 -0.85962 -1.31755
H 0.93560 -0.86119 -1.91933
H -1.18780 -2.53202 -0.46059
H -2.09442 -1.33705 0.61703
H 0.25148 1.20620 -2.50979
H -1.24434 3.16814 0.41160
H -0.19425 -4.78342 1.98054
*
```

=====

This record from the Open Molecules 2025 dataset describes 2 unconnected molecules or ions with the total composition C7H11NS2 at a distorted geometry. The level of theory is ωB97M-V/def2-TZVPD.

HOMO-LUMO gap (alpha / beta) = 8.3 / 6.5 eV
highest occupied orbital energy (alpha / beta) = -9.1 / -7.2 eV
energy above the lowest of the compared OMol25 structures with the same formula, charge and spin = 527.4 kJ/mol

Geometry as ORCA input:
```
! RIJCOSX wB97M-V def2-TZVPD def2/J DEFGRID3
* xyz 0 1
C 0.62393 1.66412 2.46341
C 0.79709 2.89042 1.80940
C -0.05483 1.11607 0.44574
C 1.08277 -1.75109 -0.42292
C -1.32817 -1.94370 -1.15113
C -0.55581 0.31909 -0.61133
C -0.34968 -1.10399 -0.35590
N 0.25007 0.68212 1.61255
S 0.21397 2.87451 0.19178
S -1.37179 0.93870 -2.03812
H 1.08280 1.30881 3.34899
H 1.02108 3.96983 2.08617
H 1.14752 -2.09408 -1.47266
H 1.76611 -0.97790 -0.30082
H 1.09866 -2.54694 0.39684
H -2.42605 -1.86973 -0.73008
H -1.20085 -1.72206 -2.15398
H -0.87430 -2.97238 -1.00907
H 1.61588 0.45383 -1.57391
H -0.56776 -1.20735 0.73884
H -1.97064 1.97170 -1.27380
*
```

=====

This record from the Open Molecules 2025 dataset describes C7H11NSi in the gas phase at a distorted geometry. The level of theory is ωB97M-V/def2-TZVPD.

HOMO-LUMO gap = 9.8 eV
SMILES string = C[Si@@H](N)c1ccccc1
highest occupied orbital energy = -9.0 eV
energy above the lowest of the compared OMol25 structures with the same formula, charge and spin = 121.3 kJ/mol

Geometry as ORCA input:
```
! RIJCOSX wB97M-V def2-TZVPD def2/J DEFGRID3
* xyz 0 1
C -0.98037 0.82161 -2.77142
Si -0.38230 -0.84696 -1.25782
N 1.09954 -1.33098 -2.07909
C -0.14372 -0.13879 0.46358
C -0.80335 -0.67387 1.51922
C -0.44603 -0.34209 2.79146
C 0.44192 0.72268 2.96837
C 1.11663 1.28381 1.86229
C 0.91445 0.76469 0.63361
H -0.14379 1.17928 -3.17219
H -1.62975 0.41143 -3.43639
H -1.56706 1.54746 -2.39929
H -1.61252 -1.85550 -1.07685
H 0.94070 -1.37886 -3.06852
H 1.55709 -2.13474 -1.67432
H -1.63761 -1.47649 1.24780
H -0.99455 -0.97578 3.49999
H 0.83143 1.14844 3.93075
H 1.91123 2.09636 2.15060
H 1.52805 1.17829 -0.13176
*
```

=====

This record from the Open Molecules 2025 dataset describes a gas-phase ion, C7H11O6 (charge +1) at a distorted geometry. The level of theory is ωB97M-V/def2-TZVPD.

HOMO-LUMO gap = 9.2 eV
highest occupied orbital energy = -13.6 eV
energy above the lowest of the compared OMol25 structures with the same formula, charge and spin = 133.3 kJ/mol

Geometry as ORCA input:
```
! RIJCOSX wB97M-V def2-TZVPD def2/J DEFGRID3
* xyz 1 1
C 0.63818 0.96666 -0.86290
C -0.50247 1.07252 0.09862
C 0.30540 -0.13773 -1.90792
C -0.07110 -1.19331 1.00471
C -0.37594 0.09467 1.23191
C 0.37131 -1.53441 -1.38079
C -0.66270 0.59095 2.64506
O 1.86207 0.95068 -0.16680
O -1.81947 0.96523 -0.46626
O 1.10184 -0.08252 -3.10447
O 0.70659 -2.52725 -2.13849
O -0.41705 -0.48342 3.50661
O 0.25762 -1.78531 -0.15715
H 0.76740 1.86556 -1.60733
H -0.59602 2.11843 0.56958
H -0.78383 -0.09071 -2.22834
H -0.00088 -1.89728 1.73399
H -1.79876 0.97318 2.72995
H 0.12369 1.34823 2.84002
H 2.51414 1.54891 -0.42173
H -2.42409 1.72252 -0.46611
H 0.98782 -0.71414 -3.81213
H 1.00998 -3.34925 -1.74216
H -1.19374 -0.42219 4.10213
*
```

=====

This record from the Open Molecules 2025 dataset describes a molecular structure, C7H11O7PPm at a distorted geometry. The level of theory is ωB97M-V/def2-TZVPD.

HOMO-LUMO gap (alpha / beta) = 7.3 / 7.5 eV
highest occupied orbital energy (alpha / beta) = -21.5 / -21.5 eV
⟨S²⟩ = 6.01

Geometry as ORCA input:
```
! RIJCOSX wB97M-V def2-TZVPD def2/J DEFGRID3
* xyz 3 5
Pm 0.12722 0.55228 0.46650
C -0.04477 2.53005 -0.93114
O 0.01305 3.60308 -1.29766
C 0.00245 -0.67178 -2.17240
O -0.00682 -0.92759 -3.26987
C -2.56402 0.00756 -0.04226
O -3.71149 0.04215 -0.08944
C 2.58770 -0.11109 -0.11218
O 3.74072 0.02505 -0.11944
H 0.01177 -2.48235 1.01525
H 0.00532 -2.26145 0.27434
C -1.95818 -1.22736 3.40878
O -0.51297 -1.34671 3.63071
P 0.51703 -0.15392 3.29580
O 0.59352 0.85664 4.52832
C -0.52512 1.51577 5.17334
O 0.89492 2.01347 1.93048
C 2.24659 2.18968 2.36976
H -2.32839 -2.04960 2.76063
H -2.24707 -0.27620 2.93526
H -2.39228 -1.30433 4.41478
H -1.06068 2.23804 4.53846
H -1.20615 0.71603 5.49419
H -0.12389 2.02904 6.04716
H 2.78350 2.74025 1.59300
H 2.75212 1.22589 2.50238
H 2.33454 2.71991 3.32994
*
```

=====

This record from the Open Molecules 2025 dataset describes C7H11OP in the gas phase at a distorted geometry. The level of theory is ωB97M-V/def2-TZVPD.

HOMO-LUMO gap = 9.0 eV
SMILES string = C=PC1(C(=O)CC)CC1
highest occupied orbital energy = -9.0 eV
energy above the lowest of the compared OMol25 structures with the same formula, charge and spin = 228.8 kJ/mol

Geometry as ORCA input:
```
! RIJCOSX wB97M-V def2-TZVPD def2/J DEFGRID3
* xyz 0 1
C -3.20539 -0.91303 0.34362
P -1.66855 -1.16111 -0.25501
C -0.67228 0.41655 -0.00674
C 0.81369 0.41198 -0.11700
O 1.53189 1.42312 -0.03458
C 1.40972 -0.96811 -0.38997
C 2.97561 -0.89806 -0.02610
C -1.27125 1.67485 0.53716
C -1.20530 1.94860 -0.86947
H -3.98332 -1.59018 0.16747
H -3.44858 0.05010 0.72162
H 0.96751 -1.75429 0.13722
H 1.26402 -1.01260 -1.53840
H 3.45285 -1.84108 -0.19303
H 3.13703 -0.39214 0.95590
H 3.38315 -0.12983 -0.73414
H -0.55538 2.30435 1.21636
H -2.15221 1.42549 1.07011
H -2.10739 2.02888 -1.45009
H -0.28919 2.40676 -1.17377
*
```